Record 1
Here is C26H23Cl5N2OPbSSb as an isolated structure in a non-equilibrium geometry from the Open Molecules 2025 dataset. Energies are from the ωB97M-V functional and the def2-TZVPD basis.

Results
- DFT total energy: -4321.38255 a.u.
- HOMO: -10.265 eV
- HOMO-LUMO gap: 7.647 eV
- Total charge: +1
- E_LUMO: -2.62 eV

```
60
C26H23Cl5N2OPbSSb | the Open Molecules 2025 dataset | the ωB97M-V functional and the def2-TZVPD basis
Pb 0.398 -0.518 -0.695
Sb 2.381 -2.314 2.027
Cl 1.954 1.744 0.046
Cl -2.066 3.260 -3.167
Cl -1.049 6.203 -3.043
Cl 2.839 4.690 0.360
Cl 1.369 6.937 -1.239
S 0.476 -0.997 2.117
O -0.414 1.391 -1.697
N -0.997 -1.189 -2.744
N -2.011 -0.513 -0.141
C -0.241 4.973 -2.168
C 0.173 -6.420 0.566
C -2.857 -0.531 -1.343
C 1.586 -4.210 1.413
C 3.030 -2.792 5.012
C -0.678 3.661 -2.242
C 4.115 -0.742 -1.694
C 1.095 2.988 -0.790
C 5.780 -3.016 4.645
C -2.339 -1.585 -2.314
C 0.485 -4.643 2.138
C 4.911 0.295 -1.233
C 4.391 -0.298 1.030
C 3.458 -1.568 -0.792
C 1.517 4.303 -0.665
C 4.965 -2.711 3.569
C 5.221 -3.230 5.895
C 0.856 5.305 -1.368
C -0.222 -5.752 1.713
C -0.011 2.609 -1.571
C 2.012 -4.899 0.292
C 3.606 -1.342 0.569
C 3.853 -3.107 6.081
C 5.062 0.509 0.128
C 1.299 -6.011 -0.128
C 3.597 -2.606 3.764
H 5.696 1.305 0.487
H -1.044 -0.254 -3.146
H -1.090 -6.082 2.263
H 4.007 -0.914 -2.754
H -3.904 -0.731 -1.095
H 1.617 -6.548 -1.008
H -2.198 0.331 0.391
H -2.782 0.447 -1.820
H 4.475 -0.113 2.094
H -3.034 -1.681 -3.155
H 3.424 -3.263 7.060
H 5.855 -3.500 6.724
H 1.961 -2.690 5.150
H -2.270 -2.555 -1.814
H -2.221 -1.307 0.459
H 5.417 0.938 -1.936
H 5.390 -2.561 2.584
H 2.876 -2.407 -1.153
H -0.397 -7.266 0.213
H 0.182 -4.108 3.031
H 2.899 -4.593 -0.245
H -0.651 -1.818 -3.461
H 6.847 -3.094 4.499
```

Record 2
Here is one molecule with the formula C26H23ClN2O4S in a non-equilibrium geometry from the Open Molecules 2025 dataset. Energies are from the ωB97M-V functional and the def2-TZVPD basis.

Results
- DFT total energy: -2273.43138 a.u.
- HOMO: -8.449 eV
- HOMO-LUMO gap: 8.994 eV
- SMILES string: Cc1ccc(S(=O)(=O)N(Cc2ccc(Cl)cc2)c2ccccc2C(=O)NCc2ccco2)cc1
- Energy relative to the best compared isomer or geometry (same formula, charge and spin): 24.0 kcal per mole
- E_LUMO: 0.54 eV

```
57
C26H23ClN2O4S | the Open Molecules 2025 dataset | the ωB97M-V functional and the def2-TZVPD basis
Cl -4.592 3.240 1.511
S 1.564 0.571 0.505
O -0.322 -0.756 -2.093
O 2.410 1.437 1.281
O -0.476 -5.160 -0.062
O 2.077 -0.733 0.188
N 1.118 -2.493 -2.023
N 1.236 1.350 -0.969
C -0.934 -0.516 0.935
C 0.507 -4.481 1.814
C 0.924 2.755 -0.793
C 0.102 -3.473 -1.726
C -1.491 2.092 -0.700
C -0.464 2.904 -0.231
C -3.010 3.126 0.825
C 0.804 -3.546 0.789
C -1.398 1.041 3.181
C -3.667 0.027 3.498
C 3.121 1.799 -2.467
C 3.861 0.092 -3.983
C 2.859 -0.743 -3.523
C -2.369 0.135 2.764
C 3.984 1.367 -3.457
C -0.272 -5.435 1.241
C -2.763 2.196 -0.172
C -0.735 3.842 0.754
C -2.118 -0.644 1.640
C 0.005 0.401 1.361
C 0.178 -4.007 -0.330
C 0.819 -1.179 -2.159
C -0.210 1.172 2.487
C 2.105 0.968 -2.002
C -2.007 3.961 1.287
C 1.972 -0.317 -2.542
H -3.556 1.557 -0.525
H -0.726 -6.325 1.628
H 3.246 2.782 -2.041
H -1.577 1.648 4.057
H 1.396 -2.658 0.869
H 0.833 -4.440 2.833
H -3.521 0.154 4.568
H 4.539 -0.247 -4.751
H 4.764 2.026 -3.809
H -2.858 -1.358 1.310
H -4.143 -0.932 3.314
H 0.970 3.238 -1.775
H 0.182 -4.310 -2.431
H 1.652 3.232 -0.124
H -0.864 -2.978 -1.892
H 0.054 4.481 1.120
H 0.558 1.860 2.801
H -0.748 -1.102 0.052
H 2.741 -1.728 -3.950
H -2.216 4.685 2.058
H -1.279 1.353 -1.459
H -4.343 0.812 3.159
H 2.077 -2.746 -1.846
```